No. 1
# C7H7NOS

A single C7H7NOS molecule (ωB97M-V/def2-TZVPD, the Open Molecules 2025 dataset).

Atoms and positions in Å:
C  1.987  1.339  -0.170
C  2.840  0.254  -0.126
C  0.627  0.884  -0.184
C  0.512  -0.499  -0.258
C  -0.428  1.812  -0.125
C  -0.688  -1.350  -0.067
C  -1.842  -0.765  0.803
N  -2.814  0.083  0.099
O  -2.793  -0.039  -1.096
S  2.069  -1.259  -0.306
H  2.169  2.352  -0.168
H  3.915  0.398  -0.242
H  -0.094  2.829  -0.536
H  -1.022  -1.876  -0.957
H  -0.361  -2.262  0.332
H  -2.455  -1.573  1.206
H  -1.622  -0.329  1.794

Summary:
- Lowest unoccupied orbital energy (spin up / spin down): -0.8300 / -0.6793 eV
- Charge: 0
- Relative energy (zero: lowest compared OMol25 entry of this formula, charge and spin): 137.27 kcal/mol
- Orbital gap (spin up / spin down): 7.504 / 7.284 eV

Atomic partial charges in e from the Mulliken method, atoms 1 to 4:
1. C -0.696
2. C -0.464
3. C 0.593
4. C 0.442

=====

No. 2
# C27H22N3O2PSeTi

A molecular structure, C27H22N3O2PSeTi (ωB97M-V/def2-TZVPD, the Open Molecules 2025 dataset).

Atoms and positions in Å:
Ti  -0.552  -0.916  0.379
O  2.266  -0.659  3.120
C  1.656  -0.645  2.076
O  0.356  -0.469  1.947
C  2.379  -0.768  0.738
P  1.619  0.514  -0.350
C  2.552  0.374  -1.906
C  2.903  -0.881  -2.388
C  3.422  -1.026  -3.672
C  3.585  0.080  -4.491
C  3.223  1.334  -4.024
C  2.700  1.476  -2.745
C  2.249  2.037  0.445
C  3.565  2.481  0.352
C  3.970  3.625  1.025
C  3.059  4.327  1.807
C  1.750  3.888  1.909
C  1.342  2.748  1.225
H  2.108  -1.749  0.322
H  3.457  -0.674  0.859
H  2.755  -1.758  -1.766
H  3.691  -2.013  -4.032
H  3.984  -0.035  -5.492
H  3.336  2.204  -4.660
H  2.405  2.456  -2.387
H  4.277  1.925  -0.250
H  4.995  3.967  0.947
H  3.377  5.213  2.343
H  1.040  4.431  2.520
H  0.318  2.394  1.301
C  -0.328  -1.545  -5.241
N  -0.661  -0.920  -3.979
C  -1.319  0.284  -3.789
C  -1.417  0.440  -2.441
N  -0.825  -0.631  -1.810
C  -0.393  -1.430  -2.756
H  -0.919  -1.088  -6.031
H  -0.558  -2.609  -5.203
H  0.731  -1.418  -5.473
H  -1.662  0.888  -4.613
H  -1.882  1.223  -1.864
H  0.077  -2.386  -2.565
Se  -0.248  -3.316  0.057
N  -9.021  4.640  0.971
C  -8.059  3.978  0.917
C  -6.902  3.182  0.852
C  -6.070  3.159  -0.323
C  -4.947  2.387  -0.379
C  -4.526  1.560  0.718
C  -5.360  1.589  1.886
C  -6.486  2.356  1.958
C  -3.350  0.781  0.650
C  -2.301  0.123  0.583
H  -6.352  3.767  -1.175
H  -4.342  2.387  -1.280
H  -5.071  0.979  2.735
H  -7.086  2.352  2.861

Summary:
- Lowest unoccupied orbital energy (spin up / spin down): 3.7936 / 3.7919 eV
- Charge: -2
- ⟨S²⟩: 2.0336
- Orbital gap (spin up / spin down): 2.697 / 5.114 eV
- Multiplicity: 3

Atomic partial charges in e from the Mulliken method, atoms 1 to 4:
1. Ti 0.138
2. O -0.713
3. C 0.571
4. O -0.438

=====

No. 3
# C5H6N2

2 unconnected molecules or ions with the total composition C5H6N2 (ωB97M-V/def2-TZVPD, the Open Molecules 2025 dataset).

Atoms and positions in Å:
C  -2.598  -0.900  -0.830
C  -1.627  -0.198  -0.319
C  -0.835  0.837  -0.087
N  -1.004  2.030  0.270
H  -2.810  -0.938  -1.895
H  -3.333  -1.416  -0.222
H  -0.684  2.740  -0.382
C  2.176  -0.564  1.053
C  1.588  0.124  -0.340
N  2.049  0.257  -1.398
H  1.683  -1.390  1.552
H  3.205  -0.864  0.866
H  2.189  0.283  1.733

Summary:
- Lowest unoccupied orbital energy: -0.6854 eV
- Charge: 0
- Relative energy (zero: lowest compared OMol25 entry of this formula, charge and spin): 124.62 kcal/mol
- SMILES string: C=C=C=N.CC#N
- Orbital gap: 7.949 eV

Atomic partial charges in e from the Mulliken method, atoms 1 to 4:
1. C -0.590
2. C 0.253
3. C 0.058
4. N -0.489

=====

No. 4
# C12H15N5O3S2

A single C12H15N5O3S2 molecule (ωB97M-V/def2-TZVPD, the Open Molecules 2025 dataset).

Atoms and positions in Å:
C  3.758  -4.137  3.312
C  3.931  -3.017  2.304
O  2.659  -2.740  1.717
C  2.662  -1.843  0.717
O  3.657  -1.280  0.327
C  1.333  -1.630  0.160
S  1.167  -0.513  -1.164
C  -0.551  -0.832  -1.138
N  -1.458  -0.335  -2.030
C  -1.547  0.831  -2.762
O  -2.486  0.974  -3.506
C  -0.499  1.894  -2.554
S  -1.281  3.308  -1.689
C  -1.492  2.602  -0.122
N  -1.015  1.423  0.225
N  -1.419  1.292  1.505
C  -2.114  2.390  1.875
C  -2.706  2.585  3.215
N  -2.170  3.228  0.867
N  -0.920  -1.709  -0.256
C  0.108  -2.163  0.491
C  -0.165  -3.158  1.562
H  4.716  -4.365  3.770
H  3.055  -3.842  4.086
H  3.379  -5.029  2.820
H  4.307  -2.104  2.781
H  4.633  -3.296  1.510
H  -2.307  -0.893  -2.079
H  0.357  1.575  -1.970
H  -0.191  2.296  -3.518
H  -1.207  0.448  2.014
H  -3.444  1.811  3.420
H  -1.934  2.540  3.982
H  -3.188  3.558  3.245
H  -1.235  -3.332  1.620
H  0.210  -2.805  2.520
H  0.343  -4.095  1.340

Summary:
- Lowest unoccupied orbital energy: 0.1058 eV
- Charge: 0
- Relative energy (zero: lowest compared OMol25 entry of this formula, charge and spin): 3.79 kcal/mol
- SMILES string: CCOC(=O)c1sc(NC(=O)CSc2n[nH]c(C)n2)nc1C
- Orbital gap: 8.645 eV

Atomic partial charges in e from the Mulliken method, atoms 1 to 4:
1. C -1.209
2. C -0.257
3. O -0.227
4. C 0.097

=====

No. 5
# C20H22F12N2O6Sn

A molecular structure, C20H22F12N2O6Sn (ωB97M-V/def2-TZVPD, the Open Molecules 2025 dataset).

Atoms and positions in Å:
Sn  0.421  0.157  -0.185
O  2.305  0.403  -2.001
C  2.444  -0.775  -2.830
C  2.534  -2.026  -1.976
N  1.391  -2.152  -1.078
C  1.764  -2.750  0.210
C  2.448  -1.758  1.131
O  3.177  -2.146  2.025
O  2.117  -0.510  0.921
C  0.240  -2.832  -1.659
C  -0.977  -2.473  -0.832
O  -1.785  -3.282  -0.445
O  -1.068  -1.174  -0.540
H  2.991  0.384  -1.311
H  1.569  -0.779  -3.474
H  3.326  -0.666  -3.459
H  2.651  -2.904  -2.621
H  3.440  -1.971  -1.367
H  0.858  -3.098  0.716
H  2.414  -3.622  0.091
H  0.096  -2.461  -2.668
H  0.347  -3.919  -1.699
C  0.136  4.283  1.612
C  0.494  3.254  0.530
C  1.855  3.564  -0.083
C  0.445  1.871  1.139
H  0.074  5.280  1.172
H  0.893  4.309  2.402
H  -0.828  4.056  2.074
H  -0.260  3.318  -0.255
H  2.646  3.490  0.670
H  1.872  4.577  -0.490
H  2.091  2.883  -0.905
H  -0.460  1.739  1.732
H  1.316  1.635  1.756
F  -1.126  4.014  -2.295
C  -0.814  3.097  -3.227
F  -1.453  3.421  -4.360
F  0.499  3.185  -3.456
C  -1.189  1.667  -2.714
O  -0.318  1.402  -1.699
C  -1.113  0.682  -3.919
F  0.013  0.868  -4.631
F  -1.093  -0.588  -3.485
F  -2.154  0.812  -4.747
C  -2.665  1.688  -2.171
F  -2.694  2.247  -0.951
F  -3.503  2.372  -2.958
F  -3.137  0.437  -2.052
F  -2.190  -2.605  6.516
C  -2.413  -3.163  5.312
F  -1.881  -4.398  5.339
F  -3.740  -3.293  5.161
C  -1.799  -2.335  4.215
C  -0.434  -2.096  4.235
C  0.112  -1.334  3.218
N  -0.621  -0.831  2.218
C  -1.934  -1.072  2.212
C  -2.570  -1.813  3.195
H  0.197  -2.492  5.019
H  1.174  -1.110  3.204
H  -2.498  -0.678  1.376
H  -3.635  -1.988  3.147

Summary:
- Lowest unoccupied orbital energy: -0.3088 eV
- Charge: 0
- Relative energy (zero: lowest compared OMol25 entry of this formula, charge and spin): 22.97 kcal/mol
- Orbital gap: 9.705 eV

Atomic partial charges in e from the Mulliken method, atoms 1 to 4:
1. Sn 2.738
2. O -0.378
3. C -0.483
4. C -1.044